Computed, not measured: 13 unconnected molecules or ions with the total composition C42H113N3O13 in a non-equilibrium geometry, with ωB97M-V/def2-TZVPD.

Properties
DFT total energy: -2810.2240 a.u.
spin multiplicity: 1

Each line ends with the Löwdin charge.
Geometry (Å):
C: 6.218 0.653 1.300  -0.04
C: 4.784 1.083 0.834  -0.39
C: 4.775 1.826 -0.517  -0.17
O: 3.548 2.410 -0.955  -0.20
C: 3.793 3.220 -2.075  -0.09
N: 4.110 -0.194 0.790  0.04
H: 6.290 0.117 2.246  0.08
H: 6.921 1.469 1.469  0.07
H: 6.720 0.023 0.566  0.08
H: 4.245 1.735 1.522  0.11
H: 5.051 1.028 -1.207  0.13
H: 5.614 2.517 -0.446  0.13
H: 2.805 3.338 -2.519  0.07
H: 4.336 2.704 -2.868  0.09
H: 4.145 4.214 -1.801  0.10
H: 3.219 0.031 0.371  0.06
H: 4.574 -0.765 0.099  0.09
C: -0.975 -2.786 4.967  -0.04
C: -1.347 -4.206 4.444  -0.42
C: -1.084 -4.414 2.971  -0.22
O: -1.938 -3.664 2.168  -0.19
C: -1.755 -3.778 0.777  -0.09
N: -0.454 -5.113 5.170  0.03
H: 0.115 -2.778 4.946  0.04
H: -1.358 -2.725 5.985  0.09
H: -1.385 -2.043 4.282  0.05
H: -2.382 -4.277 4.778  0.13
H: -1.235 -5.450 2.667  0.13
H: -0.054 -4.176 2.706  0.11
H: -2.295 -4.649 0.406  0.09
H: -0.702 -3.893 0.519  0.08
H: -2.257 -2.907 0.355  0.07
H: -0.823 -6.034 4.982  0.07
H: -0.603 -5.018 6.164  0.07
C: 0.771 -3.551 -2.039  -0.06
C: 1.176 -3.995 -3.460  -0.39
C: 2.663 -4.483 -3.694  -0.23
O: 2.845 -4.800 -5.041  -0.16
C: 4.207 -5.315 -5.131  -0.10
N: 0.238 -5.045 -3.850  0.04
H: 1.413 -2.737 -1.704  0.07
H: 0.837 -4.333 -1.282  0.07
H: -0.244 -3.179 -1.900  0.04
H: 1.010 -3.149 -4.127  0.12
H: 2.671 -5.361 -3.049  0.12
H: 3.317 -3.694 -3.322  0.12
H: 4.348 -6.264 -4.612  0.08
H: 5.018 -4.629 -4.885  0.08
H: 4.428 -5.746 -6.107  0.08
H: 0.333 -5.816 -3.204  0.07
H: 0.651 -5.483 -4.661  0.06
C: 3.037 3.281 3.402  -0.06
C: 3.707 3.180 4.770  -0.50
C: 2.863 2.497 5.795  -0.04
O: 4.839 2.414 4.484  -0.05
H: 3.729 3.549 2.602  0.08
H: 2.256 4.026 3.552  0.07
H: 2.528 2.346 3.170  0.07
H: 3.945 4.196 5.086  0.14
H: 1.827 2.806 5.936  0.07
H: 3.356 2.463 6.767  0.09
H: 2.873 1.447 5.501  0.05
H: 4.447 1.553 4.319  0.04
C: -3.067 -4.648 -3.237  -0.06
C: -4.012 -3.648 -2.568  -0.49
C: -3.508 -2.186 -2.648  -0.06
O: -5.108 -3.530 -3.406  -0.06
H: -3.627 -5.579 -3.153  0.08
H: -2.081 -4.729 -2.781  0.05
H: -3.029 -4.457 -4.310  0.08
H: -4.157 -4.069 -1.573  0.13
H: -2.507 -2.104 -2.224  0.04
H: -4.220 -1.503 -2.185  0.07
H: -3.362 -1.880 -3.684  0.08
H: -4.757 -3.411 -4.291  0.08
C: -0.825 1.032 4.453  -0.04
C: -1.602 2.338 4.333  -0.43
C: -0.775 3.634 4.078  -0.03
O: -2.435 2.071 3.233  -0.08
H: -0.486 0.593 3.514  0.07
H: -1.357 0.201 4.915  0.07
H: 0.124 1.244 4.946  0.06
H: -2.157 2.534 5.250  0.14
H: -0.171 3.554 3.174  0.06
H: -0.123 3.899 4.910  0.07
H: -1.397 4.521 3.959  0.08
H: -3.039 1.337 3.362  0.05
C: 2.897 0.609 -4.723  -0.06
C: 3.210 -0.843 -4.403  -0.43
C: 4.419 -1.315 -5.227  -0.04
O: 3.469 -0.904 -2.952  -0.08
H: 2.524 1.156 -3.857  0.05
H: 2.124 0.639 -5.491  0.09
H: 3.737 1.210 -5.069  0.08
H: 2.309 -1.395 -4.668  0.12
H: 5.351 -0.963 -4.785  0.09
H: 4.399 -0.944 -6.252  0.08
H: 4.415 -2.390 -5.410  0.05
H: 2.675 -0.533 -2.561  0.03
C: -5.810 0.291 -4.558  -0.04
C: -5.361 1.673 -3.959  -0.51
C: -3.905 1.751 -3.516  -0.05
O: -5.618 2.671 -4.863  -0.03
H: -6.819 0.313 -4.970  0.07
H: -5.615 -0.530 -3.868  0.05
H: -5.139 -0.136 -5.304  0.07
H: -6.025 1.796 -3.103  0.13
H: -3.666 1.191 -2.612  0.07
H: -3.735 2.796 -3.257  0.06
H: -3.167 1.545 -4.291  0.08
H: -6.542 2.608 -5.118  0.09
C: -0.561 -0.243 -0.936  -0.04
C: 0.404 0.964 -0.973  -0.45
C: 0.290 1.748 0.321  -0.03
O: 1.720 0.506 -1.118  -0.08
H: -1.616 0.032 -0.929  0.06
H: -0.394 -0.878 -0.065  0.08
H: -0.458 -0.927 -1.777  0.05
H: 0.126 1.556 -1.844  0.13
H: 0.984 2.588 0.339  0.07
H: 0.705 1.208 1.173  0.08
H: -0.716 2.147 0.450  0.06
H: 2.283 1.270 -1.260  0.04
C: -1.192 5.819 -2.981  -0.05
C: 0.064 4.941 -3.031  -0.52
C: -0.049 3.784 -4.036  -0.04
O: 1.098 5.785 -3.394  -0.04
H: -2.046 5.210 -2.682  0.06
H: -1.506 6.094 -3.988  0.08
H: -1.072 6.710 -2.364  0.08
H: 0.370 4.468 -2.098  0.12
H: -0.926 3.178 -3.811  0.07
H: 0.875 3.206 -4.011  0.06
H: -0.244 4.174 -5.036  0.09
H: 1.135 6.456 -2.708  0.09
C: -5.124 -2.083 3.411  -0.04
C: -4.183 -0.996 2.887  -0.50
C: -4.269 -0.898 1.333  -0.02
O: -4.493 0.184 3.529  -0.04
H: -5.079 -2.994 2.814  0.08
H: -6.151 -1.736 3.292  0.08
H: -4.955 -2.341 4.456  0.08
H: -3.153 -1.246 3.143  0.12
H: -3.537 -0.190 0.944  0.07
H: -5.295 -0.611 1.106  0.08
H: -4.028 -1.838 0.836  0.06
H: -5.416 0.383 3.359  0.11
C: -1.639 5.137 0.986  -0.04
C: -3.079 4.684 0.953  -0.49
C: -3.387 3.472 0.157  -0.06
O: -3.521 4.452 2.275  -0.06
H: -1.372 5.124 -0.071  0.06
H: -0.865 4.572 1.505  0.05
H: -1.476 6.162 1.320  0.09
H: -3.687 5.491 0.544  0.14
H: -2.731 2.625 0.359  0.06
H: -3.269 3.726 -0.896  0.06
H: -4.407 3.136 0.340  0.09
H: -2.930 3.809 2.675  0.02
C: 2.321 -1.304 5.385  -0.04
C: 3.009 -1.509 4.023  -0.45
C: 2.058 -1.805 2.887  -0.05
O: 3.825 -0.373 3.749  -0.07
H: 3.058 -0.973 6.116  0.08
H: 1.913 -2.198 5.857  0.07
H: 1.548 -0.542 5.293  0.06
H: 3.670 -2.373 4.087  0.13
H: 2.533 -2.000 1.926  0.07
H: 1.397 -0.960 2.695  0.07
H: 1.362 -2.632 3.033  0.05
H: 3.927 -0.338 2.795  0.03